Record 1
16
Properties=species:S:1:pos:R:3:forces:R:3 method="wB97M-V/def2-TZVPD" smiles="O=C(O)CC(=O)O.C" energy_ha=-458.1050
C 0.46970 -0.09705 0.85997 -1.009 0.996 5.211
C 0.24384 1.26926 0.23765 -0.147 -0.414 -0.955
C 0.38029 -1.83203 -0.65608 -2.189 -0.642 1.309
C -0.99182 1.31447 -0.63021 -0.444 0.247 -0.402
O 1.77792 -0.22286 1.17028 -0.498 -0.427 -0.935
O -0.40983 -0.63155 1.61926 1.612 2.050 -0.716
O -1.83859 2.28103 -0.22734 -0.028 0.060 0.310
O -1.21478 0.63613 -1.59620 0.235 -0.081 0.263
H -0.30402 -1.46434 0.35574 2.290 -1.129 -3.749
H 1.86955 -0.99667 1.74793 -0.140 0.063 0.071
H -2.63402 2.25031 -0.78284 0.202 -0.075 -0.071
H 0.13600 1.97085 1.06610 -0.020 -0.291 0.108
H 1.10422 1.59407 -0.34769 -0.026 -0.169 -0.096
H -0.51456 -2.30514 -1.06938 0.367 -0.488 -0.606
H 1.11489 -2.55441 -0.31283 -0.034 -0.216 -0.023
H 0.81122 -1.21208 -1.43437 -0.171 0.516 0.281

---

Record 2
16
Properties=species:S:1:pos:R:3:forces:R:3 method="wB97M-V/def2-TZVPD" smiles="C/C=C/O.O=C(O)O" energy_ha=-458.1679
C -0.13004 1.74816 0.39482 0.221 1.706 -0.414
C 0.44627 -1.18835 -0.46736 0.603 0.256 0.291
C -0.93907 -1.68532 -0.69111 0.100 -0.113 0.051
C 0.87398 -0.62593 0.66508 -0.391 -1.200 -0.201
O -0.17954 1.79493 -0.95040 -0.301 -0.170 -0.140
O -1.30532 1.40976 0.91541 0.056 -0.170 0.172
O 0.80086 2.16364 1.04231 -0.497 -0.503 0.018
O 2.13841 -0.16749 0.84718 0.181 1.361 0.920
H 2.06080 0.69178 1.37217 0.189 -1.544 -0.972
H 0.67157 2.08228 -1.31243 -0.028 -0.081 0.362
H -1.93250 1.17522 0.21918 0.118 -0.020 -0.104
H 1.14247 -1.29449 -1.29477 0.022 0.235 -0.007
H 0.22686 -0.65769 1.54346 0.056 0.342 -0.056
H -1.55330 -1.54281 0.19619 -0.112 -0.055 0.043
H -0.92665 -2.74589 -0.94660 -0.148 -0.040 0.021
H -1.39481 -1.15780 -1.53314 -0.070 -0.005 0.015

---

Record 3
14
Properties=species:S:1:pos:R:3:forces:R:3 method="wB97M-V/def2-TZVPD" energy_ha=-630.4401
C -0.12207 -0.94732 -0.16377 -0.021 0.824 1.367
C -0.28124 0.14897 0.85628 -2.271 0.347 -2.130
C 1.03732 -1.86501 -0.33287 0.592 0.510 -3.314
C -1.09633 2.32903 0.31302 -1.061 -4.733 2.512
O -2.81155 -0.95123 0.19238 -0.899 0.166 -0.537
S -1.59300 -1.34500 0.89623 2.200 1.423 0.786
H -0.57622 -0.79568 -1.08279 -0.963 0.839 -1.717
H 0.43066 0.20881 1.64066 0.437 0.060 0.785
H 0.79381 -2.58958 -1.14589 -0.383 -0.266 1.179
H 1.30592 -2.29600 0.57968 0.974 -0.885 1.108
H 1.88479 -1.40515 -0.95277 -0.683 0.098 1.695
H -2.17466 2.01710 0.43779 1.339 0.629 -0.474
H -0.67969 2.38744 -0.64679 0.507 0.437 -0.986
H -0.65421 2.71265 1.21623 0.233 0.549 -0.275